<P>
Molecular formula: CH4NOP
Method: DFT, wB97M-V/def2-TZVPD

## Properties
- LUMO energy (spin up / spin down): -0.22 / -0.98 eV
- Orbital gap (spin up / spin down): 10.171 / 6.300 eV

Atoms and positions in Å:
C 0.92 0.32 -0.03
N 0.29 -0.89 -0.64
O -2.56 0.95 0.62
P -2.66 -0.42 0.07
H 0.45 1.19 -0.45
H 0.65 0.37 1.10
H 2.05 0.28 -0.18
H 0.86 -1.80 -0.49

***

<Q>
Molecular formula: CH4NOP
Method: DFT, wB97M-V/def2-TZVPD

## Properties
- LUMO energy (spin up / spin down): -1.56 / -1.45 eV
- Orbital gap (spin up / spin down): 6.891 / 7.412 eV

Atoms and positions in Å:
C -1.06 -0.03 0.05
N 2.09 0.15 -0.38
O -0.75 -0.65 1.16
P 2.09 -0.74 0.88
H -0.20 0.48 -0.58
H -1.65 0.84 0.32
H -1.66 -0.58 -0.62
H 1.15 0.54 -0.83

***

Quick one: least stable of them? <Q>

***

<P>
Molecular formula: C6H13N3
Method: DFT, wB97M-V/def2-TZVPD

## Properties
- LUMO energy: 0.96 eV
- Orbital gap: 9.019 eV

Atoms and positions in Å:
C 1.18 -0.88 0.53
C -1.58 -1.06 -1.26
C 1.70 -0.03 1.64
N -1.52 -0.23 -0.07
C -1.09 1.10 -0.22
N 2.09 -1.71 -0.09
C 0.24 1.30 -0.90
C -1.72 2.13 0.36
N 1.21 0.50 -0.87
H -2.37 -0.29 0.48
H 0.30 -1.45 0.84
H 2.80 -1.13 -0.53
H 1.69 -2.34 -0.77
H 0.30 2.27 -1.42
H -1.77 -2.10 -0.96
H -2.36 -0.74 -1.97
H -0.62 -1.03 -1.77
H 1.94 -0.66 2.50
H 2.58 0.53 1.31
H 0.94 0.69 1.94
H -2.64 2.01 0.91
H -1.29 3.12 0.32

***

<Q>
Molecular formula: C6H13N3
Method: DFT, wB97M-V/def2-TZVPD

## Properties
- LUMO energy: 0.98 eV
- Orbital gap: 7.986 eV
- Structure (SMILES): CC(C)=C(N)/C(N)=C\N

Atoms and positions in Å:
C -1.40 1.27 -0.14
C -2.21 -1.10 0.21
C 0.21 -0.58 0.48
C 1.40 0.25 0.27
C -1.04 -0.16 0.15
N 0.47 -1.81 1.09
N 2.28 0.33 1.37
N 1.10 0.51 -2.15
C 1.66 0.85 -0.91
H 1.40 -2.16 0.92
H -0.24 -2.52 0.96
H 1.81 0.38 2.26
H 2.98 1.06 1.27
H 0.93 1.31 -2.75
H 0.26 -0.05 -2.05
H 2.49 1.54 -0.99
H -0.54 1.93 -0.02
H -1.79 1.38 -1.15
H -2.51 -1.31 1.24
H -1.98 -2.06 -0.28
H -3.07 -0.67 -0.31
H -2.18 1.60 0.54

***

Quick one: least stable of them? <P>

***

<P>
Molecular formula: C6H13N3
Method: DFT, wB97M-V/def2-TZVPD

## Properties
- LUMO energy: 0.82 eV
- Orbital gap: 10.276 eV
- Structure (SMILES): [H]/N=C/C(C)(C)[C@H](N)N=C

Atoms and positions in Å:
C -0.10 0.53 0.05
C -0.53 -0.96 0.25
C 1.34 0.69 -0.46
C -1.05 1.25 -0.93
N 0.38 -1.75 1.07
C -0.30 1.24 1.39
C 0.15 -2.14 -1.67
N -0.83 -1.63 -1.02
N 0.46 2.19 1.81
H -1.48 -0.95 0.79
H -0.14 -2.54 1.44
H 0.71 -1.20 1.86
H 0.12 2.55 2.71
H -1.18 0.95 1.99
H -0.87 2.33 -0.94
H 2.05 0.13 0.16
H 1.66 1.74 -0.44
H 1.45 0.34 -1.49
H -0.93 0.88 -1.96
H -2.10 1.11 -0.64
H 1.20 -2.11 -1.34
H -0.04 -2.65 -2.63

***

<Q>
Molecular formula: C6H13N3
Method: DFT, wB97M-V/def2-TZVPD

## Properties
- LUMO energy: 0.03 eV
- Orbital gap: 8.124 eV

Atoms and positions in Å:
C 1.50 -1.00 -0.28
C 1.00 0.40 -0.27
C 1.14 0.99 1.03
C -0.36 0.88 -0.81
C -1.51 0.20 -0.60
C -1.51 -1.21 -0.18
H 2.66 -0.76 -0.04
H 1.54 -1.36 -1.40
H 0.97 -1.66 0.32
H 1.83 0.92 -0.81
H 1.34 2.25 0.87
H 0.17 0.65 1.64
H 2.08 0.47 1.69
H -1.15 2.98 -0.33
H 0.87 2.47 -1.28
H -2.27 0.80 -0.89
H -1.84 -2.15 1.66
H -1.64 -0.32 1.64
H -1.44 -3.27 -0.83
N -0.38 2.15 -1.19
N -1.43 -1.24 1.13
N -1.59 -2.18 -1.08

***

Quick one: least stable of them? <Q>